Here is C13H52N2O18STl as an isolated structure from the Open Molecules 2025 dataset. Energies are from ωB97M-V/def2-TZVPD.

Geometry (Å):
H (0.80, -5.40, -0.77)
H (-5.45, -3.19, 1.27)
O (-0.04, -1.94, 3.72)
H (-3.97, -1.52, 2.50)
H (0.79, 5.87, 1.00)
H (-0.85, 3.83, 0.22)
C (-4.55, -2.67, -4.48)
H (0.05, 2.37, 0.29)
C (2.31, 4.79, 2.08)
O (1.21, 0.18, -0.69)
H (-1.09, 1.15, 3.71)
O (2.05, 1.53, 2.49)
O (-0.18, -4.02, 1.38)
H (1.43, -3.30, -0.82)
H (2.43, -5.72, -0.37)
C (1.62, 5.19, 0.76)
O (0.80, 1.79, -2.75)
O (-1.28, 0.97, 2.79)
H (8.05, 5.03, 1.07)
H (2.38, 2.72, -0.33)
O (2.14, -3.85, -1.19)
H (0.78, -1.97, 4.23)
C (-3.31, -1.82, 1.68)
O (-3.92, -1.41, -4.41)
H (-0.05, -3.34, 0.69)
H (-3.79, -3.47, -4.43)
H (-6.09, -4.00, -1.07)
H (-2.21, -3.58, -1.59)
Tl (-3.39, -0.06, -1.70)
H (-6.49, -2.33, -0.80)
H (-6.39, -2.15, -3.46)
H (2.45, 5.70, 2.66)
H (-2.18, -2.01, -5.36)
H (-4.22, -3.99, 0.32)
H (0.20, -1.50, 2.88)
O (-1.10, -0.11, -0.18)
H (-1.03, -2.64, -1.35)
C (0.05, 3.40, 0.66)
H (3.78, 2.85, 3.34)
N (3.64, 4.27, 1.76)
H (-2.48, -0.26, -5.26)
H (6.24, 3.30, 3.70)
H (3.42, 3.45, 1.16)
H (5.92, 2.43, 2.19)
O (0.59, -0.59, 1.49)
C (-2.95, -1.24, -5.43)
H (1.08, 1.29, -1.95)
H (-0.01, 3.45, 1.75)
H (-0.38, -3.54, 2.20)
C (4.32, 3.73, 2.94)
H (-0.53, 0.44, 2.47)
H (1.79, 4.01, 2.65)
H (-2.49, 1.48, 1.49)
H (2.65, -2.10, -2.20)
O (-1.89, -2.70, -1.78)
H (2.52, 1.20, -0.26)
H (1.47, 1.59, -3.41)
H (-2.85, -2.77, 1.98)
H (-5.09, -2.74, -5.43)
C (-5.52, -2.81, -3.33)
O (-3.16, 1.81, 0.85)
O (2.88, -1.17, -2.39)
H (-3.34, 2.71, 1.14)
H (1.70, 0.66, 2.18)
O (6.37, 4.44, 1.99)
H (-2.52, -1.08, 1.58)
H (4.31, 4.44, 3.77)
O (1.16, 4.07, 0.09)
S (0.23, -0.66, 0.06)
C (-5.64, -3.00, -0.90)
H (2.55, 1.85, 1.72)
H (-4.19, -3.50, -2.16)
H (2.29, 5.81, 0.17)
O (-4.03, -1.92, 0.47)
H (-3.36, -1.20, -6.44)
H (-5.96, -3.82, -3.41)
O (3.00, 2.02, -0.06)
C (1.82, -5.22, -1.13)
C (5.77, 3.39, 2.71)
O (0.33, -2.05, -0.38)
C (-4.83, -3.08, 0.37)
N (-4.81, -2.70, -2.06)
H (2.53, -0.66, -1.63)
C (7.67, 4.14, 1.55)
H (1.96, -5.71, -2.09)
H (7.72, 3.26, 0.90)
H (8.35, 3.89, 2.38)

Lowest unoccupied orbital energy ... -9.77 eV
Charge ... +1
HOMO energy ... -11.66 eV
Frontier orbital gap ... 0.069 hartree

Here is a 2-piece molecular cluster, C13H5Cl4N2O6 overall from the Open Molecules 2025 dataset. Energies are from ωB97M-V/def2-TZVPD.

Geometry (Å):
O (1.87, 3.32, 2.89)
C (-2.96, -4.06, 0.37)
C (-1.93, -3.20, 0.74)
C (1.90, 3.14, 0.57)
O (-3.40, -0.02, -0.25)
Cl (-5.68, -1.55, -1.19)
C (1.80, 3.12, -1.85)
C (1.70, 3.82, -0.64)
H (1.73, 3.66, -2.80)
C (2.05, -0.41, -0.47)
N (2.67, -1.01, 0.61)
C (-1.86, -1.78, 0.34)
C (2.16, 1.76, 0.59)
Cl (-5.40, -4.64, -0.69)
C (-3.22, -1.23, -0.17)
C (-4.12, -3.57, -0.33)
H (2.30, 1.20, 1.52)
H (1.70, -1.05, -1.29)
Cl (-2.88, -5.72, 0.76)
O (2.77, -0.41, 1.73)
N (1.84, 3.90, 1.78)
C (2.02, 1.74, -1.85)
Cl (-0.57, -3.76, 1.59)
H (2.12, 1.18, -2.79)
O (-0.86, -1.09, 0.43)
O (1.75, 5.15, 1.66)
H (1.54, 4.89, -0.62)
C (2.12, 1.01, -0.61)
O (3.10, -2.19, 0.50)
C (-4.26, -2.20, -0.53)

Relative energy (zero: lowest compared OMol25 entry of this formula, charge and spin) ... 28.20 kcal/mol
Lowest unoccupied orbital energy ... -0.51 eV
Charge ... -1
HOMO energy ... -3.52 eV
Frontier orbital gap ... 0.110 hartree

Here is C13H6BrCl5LiNO4Si as an isolated structure from the Open Molecules 2025 dataset. Energies are from ωB97M-V/def2-TZVPD.

Geometry (Å):
C (3.02, -2.06, 0.56)
Br (-0.93, -4.28, 1.19)
O (3.48, -0.65, -1.83)
C (0.83, -2.55, -0.25)
C (2.32, -1.02, -1.66)
H (1.57, -3.99, 2.73)
H (0.05, -2.42, -0.99)
C (-0.51, 2.43, -0.02)
C (-0.46, 2.61, -1.44)
Cl (-0.99, -0.42, 2.76)
O (1.32, -0.79, -2.37)
Cl (-0.10, 4.85, 3.16)
Si (-3.03, -0.76, -3.07)
Li (-0.43, -0.18, -2.30)
N (2.85, -2.79, 1.66)
C (-0.35, 3.56, 0.79)
H (-0.31, 3.67, -1.74)
Cl (-3.74, 0.85, -4.30)
Cl (-3.86, -0.09, -1.26)
C (-0.59, 2.21, 2.78)
Cl (-4.65, -2.14, -3.61)
C (1.69, -3.40, 1.82)
C (0.67, -3.31, 0.89)
C (2.05, -1.90, -0.42)
C (-0.66, 1.10, 0.55)
C (-0.74, 1.10, 2.00)
O (-0.56, 1.77, -2.32)
O (-0.73, 0.05, -0.09)
H (3.96, -1.54, 0.46)
C (-0.37, 3.45, 2.16)
H (-0.22, 4.52, 0.33)
H (-0.63, 2.14, 3.85)

Lowest unoccupied orbital energy ... 4.24 eV
Charge ... -2
HOMO energy ... -2.49 eV
Frontier orbital gap ... 0.247 hartree

Here is a 31-piece molecular cluster, C13H75BrN2O30 overall from the Open Molecules 2025 dataset. Energies are from ωB97M-V/def2-TZVPD.

Geometry (Å):
O (3.91, -8.71, 1.06)
H (2.87, -2.61, 0.12)
H (-0.95, -1.36, -1.98)
H (3.23, -5.17, 4.62)
O (-6.26, 2.10, -4.34)
H (1.31, 4.87, 1.36)
H (-2.07, 0.36, -2.29)
O (-0.55, 3.50, -5.05)
H (-4.42, 1.74, -0.07)
H (-1.67, 1.09, 3.73)
H (1.58, 0.78, -0.43)
C (-1.38, 2.30, -2.13)
H (-3.94, -2.07, 0.69)
H (-3.90, 4.98, -3.72)
O (2.73, -1.26, -3.28)
H (4.99, -4.98, 6.24)
O (-0.87, 1.03, 3.19)
H (1.10, 7.27, -2.72)
C (-0.37, -1.01, -1.16)
C (0.48, 5.35, -2.23)
H (-5.17, 4.65, 2.02)
O (4.56, 1.40, 1.52)
H (1.89, -8.21, -3.97)
H (1.43, 4.91, -2.43)
H (-2.25, 2.67, -2.63)
O (-8.36, -0.12, -0.99)
H (4.15, 1.93, 0.83)
O (4.12, 1.63, 4.43)
Br (-0.27, -3.25, 2.03)
H (3.56, 9.41, -6.75)
H (1.90, 5.22, 3.50)
O (0.37, 5.03, 1.50)
H (-0.59, -5.61, 2.60)
H (-0.56, -0.74, 2.16)
H (2.26, 6.52, 6.04)
N (-0.27, 0.47, -1.32)
H (3.49, 1.02, 4.85)
H (1.87, -1.12, -3.70)
O (-5.98, 1.83, -1.46)
H (-6.26, 2.76, -1.42)
C (0.30, 6.65, -2.39)
H (5.66, -6.01, 5.35)
O (2.91, -3.31, 0.77)
H (-4.52, 3.55, 1.18)
H (-1.67, -2.22, 0.06)
H (-7.97, -0.71, -0.34)
O (-3.66, 1.56, 0.50)
H (-2.53, 4.54, -1.22)
H (-7.86, 0.70, -0.91)
O (-5.36, 4.00, 1.34)
C (-0.20, -1.40, 1.39)
H (-6.54, 3.02, -4.31)
O (3.73, 8.47, -6.74)
H (-2.81, 6.92, -1.57)
H (3.50, 7.50, -4.25)
O (-3.21, -4.96, 4.24)
H (1.70, -5.15, 1.55)
H (0.73, -8.80, -0.11)
H (2.94, -10.43, -1.23)
H (3.12, -4.78, 3.16)
H (-5.62, 1.73, -2.35)
C (-1.31, 1.01, -1.95)
H (0.01, 5.06, 0.61)
H (-3.26, -4.26, 3.58)
O (2.23, -5.94, 1.46)
H (-0.95, 1.77, 2.59)
H (1.78, -10.00, -2.11)
H (2.21, 7.72, -5.00)
H (2.54, 6.44, 7.53)
C (-1.09, -1.34, 0.16)
H (-0.11, -6.29, -1.44)
C (0.71, 1.20, -0.89)
O (3.55, 0.03, -0.69)
O (-4.29, -1.63, -0.09)
O (0.19, -5.42, -1.15)
O (3.21, -4.40, 4.04)
H (0.07, -7.79, 0.81)
H (4.21, -0.21, -0.02)
H (-3.23, 3.84, -4.48)
O (5.05, -5.93, 6.09)
H (-1.37, -6.18, 3.78)
O (-0.07, -8.26, -0.01)
H (3.80, -0.46, -1.48)
H (4.90, 1.07, 4.26)
H (1.44, 3.12, -0.63)
O (-0.56, -6.30, 3.27)
C (-0.42, 3.12, -1.66)
O (-0.01, -2.48, 5.45)
H (-3.73, 0.61, 0.66)
H (0.89, -5.63, -0.52)
H (0.83, -1.17, 1.21)
O (2.02, -10.18, -1.19)
H (2.10, -3.19, 1.28)
H (0.67, -3.09, 5.78)
H (4.06, 1.57, 2.32)
C (-1.73, 5.15, -1.57)
H (3.83, -9.18, 1.89)
H (0.61, -1.45, -1.16)
H (-4.02, -4.87, 4.75)
H (3.36, -7.92, 1.17)
N (-0.87, 7.18, -2.17)
H (2.53, 4.09, 4.28)
O (2.39, 7.07, 6.82)
H (-0.78, 4.43, -5.13)
O (1.97, -9.17, -4.05)
O (2.59, 5.03, 4.13)
H (2.58, -9.30, -4.79)
H (-1.04, 8.16, -2.30)
O (-3.68, 4.05, -3.65)
H (-5.89, 1.99, -5.22)
C (-0.54, 4.56, -1.83)
H (4.26, 8.32, -7.53)
C (-1.88, 6.44, -1.74)
H (-0.34, 3.37, -4.12)
H (-0.18, -2.79, 4.56)
H (2.12, -6.40, 2.31)
H (-3.87, -2.07, -0.83)
O (2.56, 7.66, -4.11)
C (0.64, 2.54, -1.04)
H (-1.77, -0.52, 0.32)
H (2.75, -2.21, -3.12)

Lowest unoccupied orbital energy ... -7.86 eV
Charge ... +2
HOMO energy ... -13.34 eV
Frontier orbital gap ... 0.202 hartree